[1]
{"formula": "C3H8N2O2", "method": "ωB97M-V/def2-TZVPD", "homo_lumo_gap_ha": 0.3264, "homo_ev": -8.3, "e_above_lowest_kj_mol": 603.31, "elements": ["C", "C", "N", "C", "N", "O", "O", "H", "H", "H", "H", "H", "H", "H", "H"], "coordinates": [[-1.639, -0.850, -0.333], [1.819, -0.772, -0.019], [-0.308, 0.466, 0.172], [1.032, 0.474, -0.281], [-0.932, 1.730, 0.351], [-0.683, -0.499, 1.155], [1.452, 1.437, -0.902], [-0.940, 1.877, 1.359], [-0.310, 2.419, -0.074], [-1.071, -1.602, -0.869], [-2.062, -0.096, -0.996], [-2.432, -1.262, 0.283], [2.884, -0.567, -0.122], [1.539, -1.576, -0.703], [1.652, -1.180, 0.979]], "nbo_charge": [-0.18, -0.72, -0.06, 0.65, -0.67, -0.48, -0.61, 0.36, 0.39, 0.20, 0.21, 0.19, 0.24, 0.24, 0.25]}


[2]
{"formula": "C4H6O", "method": "ωB97M-V/def2-TZVPD", "smiles": "O=CC1CC1", "homo_lumo_gap_ha": 0.4012, "homo_ev": -9.8, "e_above_lowest_kj_mol": 41.71, "elements": ["O", "C", "C", "C", "C", "H", "H", "H", "H", "H", "H"], "coordinates": [[-0.282, 0.960, 2.452], [-0.402, 0.858, 1.254], [0.459, 0.001, 0.408], [-0.388, -0.886, -0.491], [0.554, 0.089, -1.096], [-1.262, 1.324, 0.718], [1.320, -0.410, 0.927], [-0.199, -1.953, -0.500], [-1.443, -0.618, -0.535], [1.476, -0.314, -1.505], [0.166, 0.950, -1.634]], "nbo_charge": [-0.53, 0.44, -0.35, -0.39, -0.40, 0.10, 0.24, 0.23, 0.22, 0.23, 0.22]}


[3]
{"formula": "C22H20F2O8PS", "method": "ωB97M-V/def2-TZVPD", "total_charge": 1, "homo_lumo_gap_ha": 0.2283, "homo_ev": -11.4, "elements": ["O", "C", "O", "C", "P", "F", "S", "C", "C", "F", "H", "H", "H", "H", "H", "H", "H", "H", "C", "C", "C", "O", "C", "C", "C", "O", "H", "H", "H", "H", "C", "C", "C", "O", "C", "C", "C", "O", "H", "H", "H", "H", "C", "C", "C", "O", "C", "C", "C", "O", "H", "H", "H", "H"], "coordinates": [[-6.820, 3.357, 2.520], [-5.743, 3.763, 2.038], [-5.239, 5.018, 2.485], [-5.018, 2.843, 0.930], [-3.485, 2.115, 1.817], [-3.018, 0.717, 1.010], [-1.928, 3.556, 1.551], [-3.987, 1.855, 3.609], [-3.015, 0.907, 4.458], [-3.208, 1.288, 5.848], [-4.996, 4.857, 3.428], [-5.726, 2.014, 0.554], [-4.603, 3.458, 0.063], [-1.734, 4.235, 2.759], [-3.957, 2.890, 4.122], [-5.084, 1.517, 3.672], [-1.914, 1.093, 4.239], [-3.311, -0.201, 4.416], [-3.898, -2.066, -2.356], [-4.640, -0.990, -2.089], [-4.259, 0.347, -2.592], [-4.935, 1.332, -2.346], [-3.026, 0.446, -3.402], [-2.285, -0.630, -3.668], [-2.665, -1.967, -3.166], [-1.990, -2.948, -3.410], [-4.162, -3.053, -1.995], [-5.546, -1.045, -1.498], [-2.762, 1.433, -3.762], [-1.380, -0.574, -4.259], [1.082, -0.698, -2.892], [2.099, -1.192, -2.185], [3.397, -0.488, -2.113], [4.324, -0.940, -1.470], [3.524, 0.785, -2.854], [2.508, 1.279, -3.561], [1.209, 0.576, -3.634], [0.281, 1.033, -4.281], [0.127, -1.202, -2.956], [2.023, -2.123, -1.636], [4.481, 1.287, -2.790], [2.585, 2.210, -4.110], [6.904, -3.669, 2.851], [8.193, -3.515, 2.547], [8.611, -2.843, 1.298], [9.786, -2.703, 1.019], [7.545, -2.347, 0.401], [6.256, -2.501, 0.705], [5.838, -3.173, 1.954], [4.661, -3.313, 2.233], [6.580, -4.159, 3.760], [8.986, -3.871, 3.193], [7.869, -1.857, -0.509], [5.463, -2.145, 0.059]], "nbo_charge": [-0.48, 0.75, -0.69, -0.82, 1.63, -0.50, -0.18, -0.81, 0.04, -0.36, 0.50, 0.33, 0.31, 0.23, 0.29, 0.31, 0.20, 0.22, -0.20, -0.26, 0.48, -0.53, -0.24, -0.22, 0.46, -0.47, 0.24, 0.23, 0.24, 0.26, -0.25, -0.20, 0.48, -0.49, -0.22, -0.22, 0.48, -0.51, 0.23, 0.24, 0.24, 0.24, -0.23, -0.23, 0.47, -0.48, -0.22, -0.24, 0.48, -0.50, 0.23, 0.24, 0.23, 0.25]}


[4]
{"formula": "C5H12NO", "method": "ωB97M-V/def2-TZVPD", "total_charge": 1, "smiles": "C=[N+](OC)C(C)C", "homo_lumo_gap_ha": 0.4013, "homo_ev": -15.4, "e_above_lowest_kj_mol": 352.33, "elements": ["C", "N", "O", "C", "C", "C", "C", "H", "H", "H", "H", "H", "H", "H", "H", "H", "H", "H", "H"], "coordinates": [[-1.858, -0.035, 0.857], [-0.786, -0.373, 0.320], [-0.736, -1.675, -0.143], [0.177, -2.149, -1.125], [0.297, 0.529, -0.043], [1.503, 0.237, 0.846], [-0.192, 1.971, -0.094], [-2.677, -0.722, 0.905], [-1.817, 0.936, 1.189], [1.090, -1.471, -1.224], [-0.399, -1.999, -2.056], [0.455, -3.152, -0.778], [0.662, 0.301, -1.138], [1.250, 0.445, 1.824], [1.949, -0.677, 0.595], [2.178, 0.941, 0.568], [0.319, 2.526, -0.928], [-0.195, 2.374, 0.915], [-1.222, 1.995, -0.490]], "nbo_charge": [0.05, 0.08, -0.34, -0.27, -0.08, -0.61, -0.64, 0.26, 0.23, 0.19, 0.22, 0.25, 0.25, 0.22, 0.23, 0.24, 0.27, 0.23, 0.23]}


[5]
{"formula": "C2H2N2O3", "method": "ωB97M-V/def2-TZVPD", "s_squared": 2.008, "homo_lumo_gap_ha": [0.2489, 0.3577], "multiplicity": 3, "homo_ev": [-8.1, -12.1], "e_above_lowest_kj_mol": 232.02, "elements": ["C", "C", "N", "N", "O", "O", "O", "H", "H"], "coordinates": [[-0.350, -1.821, -0.411], [0.765, -1.017, 0.018], [-1.381, -2.295, -0.543], [-0.652, 1.230, 0.448], [-1.610, 1.731, 0.916], [0.195, 1.999, -0.284], [1.404, -0.329, -0.728], [0.850, -0.832, 1.187], [0.780, 1.335, -0.604]], "nbo_charge": [0.14, 0.35, -0.18, 0.19, -0.17, -0.50, -0.50, 0.19, 0.49]}


no.,total energy (eV)
1,-10310.699
2,-6291.486
3,-65065.887
4,-8906.977
5,-11222.207